(1)
A single C4H17OPSi3 molecule at a distorted geometry, computed with ωB97M-V/def2-TZVPD.

Geometry as XYZ:
```
26
Properties=species:S:1:pos:R:3:nbo_charge:R:1
C 4.22981 -1.44451 2.33790 -0.9446
H 4.10771 -2.40784 1.64094 0.2275
C -0.70397 -0.95454 -0.71220 -0.8339
H -0.71242 3.50451 -0.45164 -0.2263
H -0.82813 -2.13114 1.04787 0.2484
H -1.10115 2.19955 -3.22623 0.2282
H 4.96504 -0.74116 1.92227 0.2408
Si -2.44795 -0.09870 -0.56156 1.4566
H -0.03571 -0.15028 -1.19333 0.2249
H -2.85658 2.18352 -3.09129 0.2345
H -2.85769 -0.62988 0.68064 -0.2392
C -1.94732 2.69181 -2.82721 -1.0852
H 1.68279 -1.50626 3.52374 -0.0134
H -2.00963 3.60980 -3.23684 0.2295
Si 1.57318 -1.68572 0.79903 0.8840
C -0.19889 -1.33477 0.69913 -0.9161
H -3.51803 -0.37514 -1.60806 -0.1980
P 2.59497 -0.58683 2.46200 0.1205
H -0.54963 -0.53968 1.36616 0.2480
H 1.89726 -3.20014 0.72119 -0.1607
O -2.22729 1.49505 -0.21943 -1.2500
H 2.11304 -1.12305 -0.37352 -0.1940
H -2.92086 3.87963 -0.71674 -0.2360
H 4.50031 -1.83706 3.39013 0.2497
H -0.86929 -1.73375 -1.44199 0.2280
Si -1.87958 2.91657 -0.93096 1.4768
```

For the total energy, the calculation gives -1447.666248 hartree. For the energy relative to the best compared isomer or geometry (same formula, charge and spin), the calculation gives 0.00 kcal per mole. The SMILES is C[SiH2]O[SiH2]CC[SiH2]PC. The spin multiplicity is 1. As for the gap between HOMO and LUMO: 9.900 eV. The LUMO energy comes out at 0.8275 eV. As for the max |F|: 3.64 eV/Å.

=====

(2)
2 unconnected molecules or ions with the total composition C2H5O2PS2 at a distorted geometry, computed with ωB97M-V/def2-TZVPD.

Geometry as XYZ:
```
12
Properties=species:S:1:pos:R:3:mulliken_spin:R:1
H -0.99752 -2.12696 -0.43394 0.0021
H -0.47423 0.28078 -1.47645 0.0033
P 1.82081 0.98270 2.03058 0.5223
S 2.43238 -0.71506 2.58240 0.5696
H 0.38688 2.47477 2.86699 -0.0016
O 0.74811 1.52754 3.02757 0.0408
C -1.47605 -1.20669 -0.28981 0.0038
O -0.38048 0.89111 0.33892 0.0012
H -2.19463 -1.10495 -1.10887 0.0010
S 2.42569 2.30902 0.78181 0.8342
C -0.66634 0.06783 -0.49597 0.0237
H -2.00340 -1.14279 0.70922 -0.0004
```

For the total energy, the calculation gives -1367.308461 hartree. For the energy relative to the best compared isomer or geometry (same formula, charge and spin), the calculation gives 0.00 kcal per mole. The spin multiplicity is 3. As for the gap between HOMO and LUMO (spin up / spin down): 6.319 / 5.848 eV. The LUMO energy (spin up / spin down) comes out at 0.4677 / -3.5921 eV. As for the max |F|: 4.24 eV/Å.

=====

(3)
A molecular structure, C44H52N6SbTi, computed with ωB97M-V/def2-TZVPD.

Geometry as XYZ:
```
104
Properties=species:S:1:pos:R:3:mulliken_spin:R:1
H -0.25369 -2.93525 -5.97515 0.0000
C -2.37558 -1.39357 4.71089 -0.0008
H -5.72213 -0.06238 -0.52917 0.0001
C 1.65044 -2.22998 4.59680 -0.0007
H -0.59828 2.07392 -1.13437 -0.0045
N 0.33032 2.52354 0.64687 -0.0451
H 0.16082 2.85313 -5.27279 0.0000
H 2.83887 1.48530 0.63589 -0.0097
H -1.84527 1.47808 3.82298 -0.0008
H 1.77219 -2.01391 5.65059 0.0001
C 1.44757 3.11923 2.76427 0.0200
H 1.80569 -4.74047 2.33943 -0.0001
H 2.07581 -4.32500 4.78918 -0.0001
H 3.30749 1.77212 -1.61354 -0.0003
C 0.97941 4.79034 0.96558 0.0028
C 1.82230 -3.51786 4.11368 0.0004
C -1.12295 0.73358 4.15473 0.0242
C 0.43995 2.47296 3.70388 0.0121
H -4.51240 -1.06937 -2.02133 0.0001
C 1.59357 1.09875 -2.74561 -0.0008
N -1.49851 -0.97284 2.53300 0.0156
H 2.18874 0.68722 3.97599 -0.0013
H -2.96182 -1.58740 -1.41838 -0.0006
Ti 0.39202 0.31153 1.27233 1.0540
C 0.71049 1.42004 -3.77318 0.0025
C 5.81330 -2.75874 -2.07856 -0.0003
H -6.37040 2.24961 -1.25648 -0.0001
H 1.08806 -1.34818 -4.66171 -0.0003
C -2.03835 -2.11716 2.11570 0.0384
C 0.84436 2.62021 -4.46449 0.0000
N 0.17349 1.01526 3.48930 -0.0207
C 2.74722 3.19391 -3.10915 0.0000
H 0.76340 2.61681 4.73904 -0.0011
H 4.96368 -4.36419 -0.93276 0.0000
H -5.12179 1.15718 0.55155 0.0002
C 0.38638 -2.00288 -4.15533 -0.0035
C 0.47982 5.13717 -0.27882 0.0020
H -0.07666 0.73081 -4.06028 -0.0005
H 0.54213 6.16018 -0.62953 0.0000
C 4.79588 -3.38847 -1.37243 -0.0002
H 3.55113 3.87469 -2.85600 0.0000
C 1.22836 0.21664 4.17283 0.0119
H -2.79121 -0.86720 -3.78341 -0.0003
H -2.49169 -1.06831 5.73813 -0.0003
C -0.15469 2.86979 -0.55741 0.0268
C -5.38105 1.84603 -1.47233 0.0005
H -1.82481 -4.47792 -4.84542 0.0000
C 1.31997 -1.21825 3.71535 0.0097
C 3.33320 -1.51770 -1.81274 -0.0062
C -2.85734 -0.11043 -3.00008 -0.0001
C -0.09960 4.15262 -1.05792 0.0010
H -1.87823 -2.36609 1.06983 -0.0153
H -1.87552 1.88793 1.60496 -0.0028
H 6.37966 -1.03135 -3.21909 0.0000
H 1.43470 5.53826 1.60202 0.0002
H 2.77093 -3.28303 -0.70125 0.0016
C -0.61989 -2.83660 -2.14084 0.0012
H 1.97481 4.43239 -4.68798 0.0000
C -3.51641 -0.71261 -1.76536 -0.0003
N 1.16143 -1.45260 2.40625 -0.0050
N -1.40722 0.08845 -0.05435 -0.1640
H 4.18908 0.06200 -3.00173 -0.0002
C -2.76163 -2.95557 2.94517 0.0053
C 2.54574 0.58031 1.17515 -0.0442
C -0.36479 -2.90185 -4.89864 -0.0003
C 1.86322 3.50572 -4.13656 0.0000
N -3.67216 0.22542 -0.64828 0.0053
H -1.84484 0.24060 -2.79739 0.0013
C 3.56152 -2.76839 -1.23789 0.0003
C -2.61777 0.58254 0.09823 0.0453
H 1.21964 -2.81357 0.87669 -0.0027
H -5.40170 1.44310 -2.48651 -0.0001
C 5.59118 -1.51744 -2.65767 0.0002
H -2.03383 -4.43889 -2.38010 0.0000
H 1.78832 4.03590 3.24097 0.0010
C 2.60689 2.00131 -2.41243 0.0006
C 1.67213 -3.75249 2.75929 0.0035
C -5.02520 0.77282 -0.45593 -0.0011
H 2.99328 0.62685 2.17198 0.0099
C -1.36886 -3.74542 -2.88041 -0.0014
H -0.70636 -2.83732 -1.05600 0.0016
H 6.77810 -3.24058 -2.18405 0.0000
H -3.43633 0.73411 -3.37912 0.0002
H -1.36218 -0.57816 -0.81378 0.0252
C -2.92878 -2.58574 4.27199 0.0004
H -4.66163 2.66796 -1.44325 0.0001
H 3.04412 -0.26464 0.69773 0.0043
C -2.83329 1.60554 1.17909 0.0288
C 0.89873 3.47799 1.40710 0.0105
C -1.24757 -3.77050 -4.26263 0.0000
H -3.47074 1.19983 1.96660 0.0017
H -3.30468 2.50798 0.78818 0.0007
H -0.51039 2.99362 3.59722 -0.0025
C 1.34951 -2.68711 1.94117 0.0185
Sb 1.41950 -0.64901 -1.54754 -0.0411
H -3.17991 -3.87698 2.56152 -0.0001
H -0.49537 4.36209 -2.04272 -0.0004
H -3.48436 -3.21698 4.95468 0.0001
C 4.35315 -0.89677 -2.52844 0.0001
C 0.24890 -1.94767 -2.76871 -0.0035
H 2.33154 2.49772 2.65007 -0.0039
H 1.07692 0.25011 5.25264 0.0028
C -1.67036 -0.61789 3.80515 -0.0049
H -1.02087 0.85155 5.23537 -0.0013
```

For the total energy, the calculation gives -3125.710687 hartree. The total charge is +2. For the energy relative to the best compared isomer or geometry (same formula, charge and spin), the calculation gives 5.24 kcal per mole. The spin multiplicity is 2. As for the gap between HOMO and LUMO (spin up / spin down): 7.873 / 7.926 eV. The LUMO energy (spin up / spin down) comes out at -5.0262 / -4.9619 eV. As for the max |F|: 0.46 eV/Å.